Density functional theory data (ωB97M-V with the def2-TZVPD basis set) for a cluster of 2 separate species, C3H7NO4 in total in a non-equilibrium geometry.

The SMILES is O=CCNC(=O)O.O. As for the energy above the lowest of the compared OMol25 structures with the same formula, charge and spin: 63.0 kcal per mole. The calculation puts the highest occupied orbital energy at -9.991 eV. For the HOMO-LUMO gap, the calculation gives 10.37 eV. For the total energy, the calculation gives -12903.2527 eV. The calculation puts the LUMO energy at 0.382 eV.

The geometry in ORCA input format:
```
! RIJCOSX wB97M-V def2-TZVPD def2/J DEFGRID3
* xyz 0 1
O 1.869 -0.783 -1.714
C 1.456 -1.175 -0.631
C 0.213 -0.927 0.007
N -0.019 0.555 0.171
C 0.467 1.083 1.351
O 0.302 2.218 1.675
O 1.452 0.318 2.032
H 2.115 -1.933 -0.082
H -0.429 -1.468 -0.608
H 0.030 -1.428 1.023
H -0.916 0.790 -0.122
H 2.307 0.839 2.266
O -2.836 0.318 -1.644
H -3.518 0.729 -1.273
H -2.491 0.863 -2.451
*
```